A structure of composition C38H55GdNO2P2 at a distorted geometry. Source: OMol25; level of theory: ωB97M-V with the def2-TZVPD basis set.

## Properties
Expectation value of S²: 15.829
Energy above the lowest of the compared OMol25 structures with the same formula, charge and spin, kJ/mol: 465.5
Multiplicity: 8
Kohn-Sham gap (spin up / spin down), eV: 5.4900 / 3.9006
F_max, eV/Å: 3.464
E_LUMO (spin up / spin down), eV: -2.55 / -5.21
Highest occupied orbital energy (spin up / spin down), eV: -8.04 / -9.11
M, g mol⁻¹: 777.1
Total charge: +1

```
99
Properties=species:S:1:pos:R:3:forces:R:3:mulliken_spin:R:1
Gd -2.5150 0.6116 0.1340 1.21 0.80 3.06 4.01
C 1.8353 1.1698 -0.2617 2.29 -0.66 -2.51 0.13
C 2.4149 1.3645 -1.5403 -0.83 -1.15 2.14 0.08
C 1.0740 3.1718 -1.0779 0.10 -0.57 1.26 0.13
C 1.1058 2.3420 0.0675 -1.33 1.75 -1.39 0.28
C 1.9095 2.5789 -2.0672 -0.64 0.47 0.58 0.19
C 2.0163 -0.0111 0.6001 -0.04 -0.42 0.44 0.02
H 1.8238 -0.9498 0.0595 0.14 0.16 0.00 0.01
H 1.2964 0.0171 1.4203 0.22 0.06 -0.29 -0.03
H 3.0235 -0.0660 1.0450 -0.30 0.05 -0.30 0.03
C 0.4321 2.5888 1.3658 -0.10 0.17 0.36 0.04
H 1.1389 2.4076 2.1915 -0.22 0.00 -0.07 0.02
H -0.4082 1.8872 1.5283 0.31 0.24 0.08 0.02
H 0.0397 3.6146 1.4698 0.18 -0.41 -0.15 0.00
C 0.3807 4.4777 -1.1416 -0.10 0.66 0.12 0.01
H 0.6858 5.1235 -0.3040 -0.01 0.01 -0.34 0.00
H -0.7124 4.3932 -1.0688 0.24 0.14 -0.03 0.00
H 0.6146 4.9792 -2.0857 -0.14 0.16 0.24 0.00
C 2.2134 3.1168 -3.4057 0.12 0.31 -0.21 -0.01
H 3.2936 3.0917 -3.5829 -0.09 -0.01 -0.09 0.01
H 1.8752 4.1513 -3.4945 0.07 -0.12 -0.13 0.00
H 1.7389 2.5333 -4.2064 0.07 0.01 0.11 0.03
C 3.3856 0.4578 -2.1884 0.31 -0.32 -0.24 0.02
H 4.3894 0.9022 -2.2309 -0.14 -0.07 -0.06 0.00
H 3.0934 0.1978 -3.2146 0.13 0.01 0.09 0.00
H 3.4726 -0.4673 -1.6101 0.03 0.05 -0.15 0.00
C -0.9865 -3.4960 -2.3477 -0.33 0.79 2.03 0.04
C -0.6318 -4.3022 -3.4174 0.17 -0.13 0.13 0.41
C 0.1783 -3.8881 -4.5821 0.16 -0.36 -0.87 0.03
C -0.5910 -2.9606 -5.5628 -0.47 -1.08 0.33 0.07
C -0.9392 -1.6360 -4.9656 0.46 0.01 -0.20 0.06
C -0.2453 -0.9621 -4.0354 0.04 -0.33 -0.41 0.01
C 0.5816 -1.4275 -2.8666 1.02 0.39 0.00 0.01
C -0.0932 -2.3567 -1.8425 0.59 -0.11 0.26 -0.06
H 0.4409 -4.8264 -5.0968 0.17 0.54 -0.05 0.00
H -1.4918 -3.4922 -5.9256 0.31 0.22 0.06 0.00
H 1.1015 -3.3522 -4.3230 -0.24 -0.38 0.14 0.02
H -0.5839 -1.7524 -1.0554 -0.05 -0.33 -0.46 0.05
H -1.4114 -4.0527 -1.4926 0.43 0.07 -0.49 0.01
H -0.7971 -5.3832 -3.3306 -0.52 0.50 -0.07 -0.01
H 0.7120 -2.8704 -1.3019 0.04 0.10 -0.03 0.00
H 1.5748 -1.8458 -3.1305 -0.57 0.21 -0.07 0.00
H -0.2379 0.1107 -4.1219 -0.73 0.24 0.27 -0.05
H 0.8152 -0.4813 -2.3486 0.06 -0.49 0.13 0.01
H 0.0468 -2.8180 -6.4606 -0.33 0.12 0.50 0.00
H -1.7827 -1.1383 -5.4318 0.61 0.37 -0.69 0.01
P -2.9923 -2.2997 -2.1690 -1.44 -1.09 -1.19 0.29
C -3.9346 -3.4196 -1.0728 0.25 -0.30 0.39 0.03
C -3.6796 -2.7178 -3.8286 -0.11 0.12 -0.19 0.03
P -2.1235 0.6531 -2.3588 1.99 1.37 -0.51 0.45
C -3.6240 -0.6893 -1.5998 -1.28 -1.23 0.37 0.35
C -3.0038 0.8227 -3.9406 -0.75 -0.14 0.08 0.06
C -2.2858 2.4632 -1.8883 -0.36 0.74 -1.17 0.17
H -4.5373 -2.8054 -0.3947 0.09 -0.32 -0.17 -0.01
H -3.2531 -4.0353 -0.4735 -0.31 -0.04 -0.08 0.00
H -4.5960 -4.0503 -1.6803 0.26 0.05 0.30 0.01
H -4.5530 -3.3645 -3.7035 0.03 0.25 -0.01 0.01
H -2.9438 -3.2672 -4.4260 -0.13 0.18 0.33 -0.02
H -3.9660 -1.8262 -4.3904 -0.08 -0.18 0.14 0.00
H -2.9418 2.8987 -2.6516 -0.01 0.15 0.33 0.00
H -1.3011 2.9031 -2.0547 -0.13 -0.07 0.38 -0.04
H -2.6908 2.8206 -0.9129 0.30 -0.24 -0.32 0.04
H -3.9511 -0.8675 -0.5156 -0.22 -0.34 -1.82 -0.04
H -4.4781 -0.2919 -2.1544 -0.06 -0.46 -0.12 0.06
H -2.4679 1.5679 -4.5336 -0.09 -0.15 -0.02 0.00
H -4.0122 1.1809 -3.7169 -0.08 0.10 -0.36 0.00
H -3.0743 -0.1116 -4.4911 0.05 0.22 0.01 -0.02
C 2.7227 3.5450 6.0501 0.11 0.16 -0.01 0.00
C 3.0000 2.3868 5.1199 -0.04 -0.27 -0.12 0.00
C 4.2623 2.2786 4.5354 0.24 -0.06 -0.16 0.00
C 4.5904 1.2015 3.7070 -0.26 -0.01 0.25 0.00
C 3.6478 0.2037 3.4928 -0.14 0.10 0.17 0.00
C 2.3467 0.3316 4.0143 0.16 0.27 -0.15 0.00
N 1.3699 -0.5691 3.5424 -0.18 -0.56 -0.32 0.00
C 0.2878 -1.1020 4.2912 -0.48 0.02 0.50 -0.01
C 0.5084 -1.6281 5.5767 -0.35 0.26 -0.27 0.00
C -0.5743 -2.0443 6.3547 -0.17 -0.20 -0.21 0.00
C -1.8805 -1.9932 5.8459 0.01 -0.02 -0.21 0.00
C -2.1020 -1.5016 4.5545 0.07 0.15 0.42 -0.01
C -1.0406 -1.0242 3.7904 0.67 -0.11 0.08 -0.06
C -1.4264 -0.3575 2.4998 -0.93 0.87 -1.42 -0.01
O -1.0009 -0.7492 1.3324 -0.25 0.14 1.56 0.08
O -2.3039 0.5977 2.5270 1.38 -1.42 0.34 0.00
C 2.0001 1.4405 4.8221 0.62 -0.39 -0.40 0.00
C 0.6006 1.6180 5.3140 -0.38 0.32 0.34 0.00
H 1.9739 4.2318 5.6241 0.21 -0.18 0.20 0.00
H 2.3579 3.2025 7.0323 0.11 0.14 -0.35 0.00
H 3.6532 4.1098 6.2026 -0.36 -0.11 0.03 0.00
H 4.9982 3.0615 4.7333 -0.18 -0.29 -0.06 0.00
H 5.5730 1.1206 3.2388 -0.25 0.08 0.24 0.00
H 3.9005 -0.6767 2.8950 -0.09 0.28 0.21 0.00
H 1.6983 -1.2253 2.8326 -0.04 0.46 0.42 0.00
H 1.5307 -1.6326 5.9813 -0.51 -0.05 -0.26 0.00
H -0.3885 -2.4462 7.3530 -0.12 0.20 -0.27 0.00
H -2.7431 -2.3132 6.4421 0.50 0.07 -0.18 0.00
H -3.1063 -1.4083 4.1304 0.29 -0.09 0.36 0.01
H -0.1479 1.5401 4.5146 0.20 -0.08 0.08 0.00
H 0.3434 0.8797 6.0823 -0.06 0.17 -0.13 0.00
H 0.4812 2.6057 5.7624 -0.04 -0.13 -0.05 0.00
```
Positions in Å, forces in eV/Å.